This record from OMol25 describes a molecular structure, C22H24N2O5Tl. The level of theory is ωB97M-V/def2-TZVPD.

Summary:
- HOMO-LUMO gap (spin up / spin down) (eV) = 6.087 / 5.827
- lowest unoccupied orbital energy (spin up / spin down) (eV) = -5.4 / -5.6
- M (g mol⁻¹) = 600.8
- HOMO energy (spin up / spin down) (eV) = -11.4372 / -11.4066
- charge = +1

Last column: Löwdin charge in e.
CARTESIAN COORDINATES (ANGSTROEM)
1 Tl 0.29807 -2.06219 -1.53539  1.238
2 C 1.44073 -1.75861 5.76272  -0.038
3 O 2.74750 -1.84670 5.18679  -0.047
4 C 2.82697 -1.84186 3.85360  -0.276
5 C 4.14996 -1.93390 3.34064  0.092
6 C 4.39101 -1.95194 1.96829  0.008
7 C 3.37407 -1.86588 1.04371  -0.026
8 C 3.68994 -1.83673 -0.41627  -0.362
9 C 5.01676 -2.32512 -0.93374  0.017
10 O 2.88209 -1.42042 -1.23296  -0.037
11 C 1.98975 -1.77294 1.56058  -0.298
12 O 0.98603 -1.71528 0.83009  -0.041
13 C 1.77535 -1.77218 2.99022  0.092
14 H 1.58595 -1.74449 6.83648  0.100
15 H 0.84240 -2.62577 5.48007  0.104
16 H 0.94546 -0.84108 5.44210  0.101
17 H 4.96838 -1.99373 4.04635  0.139
18 H 5.41899 -2.01451 1.64572  0.114
19 H 5.79185 -2.47345 -0.19108  0.068
20 H 5.36150 -1.62915 -1.69641  0.102
21 H 4.83156 -3.28339 -1.42559  0.109
22 H 0.74581 -1.72766 3.31143  0.127
23 N 0.08762 0.37490 -1.36894  0.154
24 C 0.32987 1.50766 -1.38096  -0.211
25 N 0.60087 2.78466 -1.40292  -0.080
26 C 0.43506 3.57649 -2.64019  -0.123
27 C -0.71074 4.56280 -2.47449  -0.174
28 C -0.50141 5.42174 -1.22810  -0.195
29 C -0.36060 4.54585 0.01664  -0.175
30 C 0.77507 3.54717 -0.15175  -0.128
31 H 0.28100 2.89065 -3.46970  0.130
32 H 1.37606 4.10581 -2.80796  0.130
33 H -1.64627 4.00327 -2.38268  0.122
34 H -0.78667 5.17995 -3.37112  0.119
35 H -1.32662 6.12260 -1.10598  0.115
36 H 0.40721 6.02127 -1.35138  0.118
37 H -1.29181 3.99845 0.18919  0.121
38 H -0.16991 5.15349 0.90298  0.118
39 H 0.83047 2.84070 0.67354  0.127
40 H 1.73464 4.06560 -0.21928  0.129
41 O -1.76719 -1.80056 -2.63541  -0.088
42 C -2.37967 -2.15025 -1.57793  -0.622
43 O -1.78799 -2.51821 -0.52657  -0.064
44 C -3.87475 -2.06613 -1.58791  -0.144
45 C -4.55426 -1.87817 -0.39043  -0.016
46 C -5.93808 -1.79170 -0.40447  -0.067
47 C -6.63156 -1.91800 -1.60185  -0.071
48 C -5.94478 -2.11911 -2.79210  -0.064
49 C -4.55958 -2.18254 -2.79164  -0.014
50 H -3.99889 -1.80409 0.53474  0.119
51 H -6.47790 -1.63699 0.52126  0.107
52 H -7.71270 -1.86346 -1.60677  0.108
53 H -6.48795 -2.21824 -3.72315  0.109
54 H -4.00865 -2.31860 -3.71205  0.120

This record from OMol25 describes a molecular structure, C22H24N2O7ScSi. The level of theory is ωB97M-V/def2-TZVPD.

Summary:
- HOMO-LUMO gap (eV) = 6.475
- lowest unoccupied orbital energy (eV) = -5.6
- M (g mol⁻¹) = 501.5
- HOMO energy (eV) = -12.0653
- charge = +1
- relative energy (zero: lowest compared OMol25 entry of this formula, charge and spin) (eV) = 0.044

Last column: Löwdin charge in e.
CARTESIAN COORDINATES (ANGSTROEM)
1 Sc -0.19826 -0.42447 0.50643  1.150
2 C -0.70200 -1.61405 -3.32194  0.027
3 C -1.78115 -1.17509 -2.40032  -0.309
4 N -1.62280 -0.68804 -1.17826  0.074
5 C -2.89224 -0.41644 -0.68917  -0.107
6 C -3.81530 -0.74832 -1.63039  -0.048
7 N -3.08966 -1.21898 -2.69480  0.204
8 C -5.30373 -0.71708 -1.74072  -0.473
9 O -5.97313 -0.26544 -0.70706  0.165
10 O -5.80556 -1.11596 -2.76024  0.131
11 C -3.04262 0.12852 0.68846  -0.520
12 O -4.14199 0.36036 1.15413  0.113
13 O -1.90298 0.29526 1.29252  -0.092
14 H 0.26786 -1.48233 -2.84818  0.083
15 H -0.71745 -1.02840 -4.24115  0.098
16 H -0.82198 -2.66515 -3.58453  0.097
17 H -3.53177 -1.53547 -3.54823  0.187
18 H -5.37756 0.01229 0.04058  0.085
19 C -0.28494 -5.25602 1.66067  -0.079
20 C 1.16846 -4.78088 1.84357  -0.606
21 C 1.79609 -5.58075 2.99075  -0.078
22 C 1.94821 -5.01487 0.54605  -0.080
23 Si 1.02007 -2.94550 2.19588  0.538
24 O 0.13042 -2.21867 1.04838  -0.330
25 C 2.75957 -2.07479 2.09726  -0.013
26 C 2.89133 -0.77442 1.41867  -0.336
27 C 4.14404 -0.02072 1.49876  0.098
28 C 5.26166 -0.62665 1.97003  -0.010
29 C 5.14475 -1.93128 2.49121  0.050
30 C 3.94402 -2.63337 2.54318  -0.033
31 C 0.45553 -2.47623 3.90137  -0.217
32 C -0.75954 -1.80280 4.05533  -0.076
33 C -1.21307 -1.42629 5.31190  -0.057
34 C -0.45341 -1.71491 6.43588  -0.062
35 C 0.75989 -2.38024 6.30339  -0.069
36 C 1.20786 -2.75435 5.04749  -0.096
37 H -0.28905 -6.33170 1.46435  0.095
38 H -0.77334 -4.75463 0.82436  0.078
39 H -0.88534 -5.08350 2.55768  0.090
40 H 1.74571 -6.64719 2.75240  0.094
41 H 1.26869 -5.43108 3.93402  0.081
42 H 2.85200 -5.34891 3.14854  0.064
43 H 1.91549 -6.07419 0.27655  0.094
44 H 3.00244 -4.73934 0.64347  0.074
45 H 1.52510 -4.45127 -0.28940  0.080
46 H 3.02157 -1.22828 0.38698  0.235
47 H 4.13530 0.98964 1.10841  0.153
48 H 6.21418 -0.11689 1.98825  0.129
49 H 6.03675 -2.41072 2.87900  0.135
50 H 3.94660 -3.62316 2.97799  0.102
51 H -1.37160 -1.57364 3.18980  0.089
52 H -2.15840 -0.90959 5.41121  0.115
53 H -0.80474 -1.42240 7.41647  0.112
54 H 1.35251 -2.60653 7.18000  0.110
55 H 2.15650 -3.27728 4.96993  0.097
56 O 1.55431 0.48761 0.00642  -0.227
57 O 1.75373 0.03986 1.38733  -0.210

This record from OMol25 describes a molecular structure, C22H24N3O2Si2Tl. The level of theory is ωB97M-V/def2-TZVPD.

Summary:
- HOMO-LUMO gap (eV) = 8.351
- lowest unoccupied orbital energy (eV) = -0.1
- M (g mol⁻¹) = 623.0
- HOMO energy (eV) = -8.4897
- charge = 0

Last column: Löwdin charge in e.
CARTESIAN COORDINATES (ANGSTROEM)
1 Tl -0.96073 0.95752 -0.44245  0.894
2 O -4.95254 2.58699 -1.67461  0.095
3 C -4.04862 1.90247 -1.24322  -0.479
4 N -2.88830 2.29409 -0.62389  -0.036
5 C -2.95307 3.50253 0.06847  -0.438
6 O -3.97802 4.11431 0.36961  0.070
7 C -1.62328 4.10288 0.47384  -0.199
8 C -1.61479 5.35769 1.20525  0.010
9 C -0.42250 5.99271 1.44198  -0.059
10 C 0.79758 5.39575 1.00542  -0.052
11 C 0.71946 4.20285 0.32965  -0.126
12 N -0.48355 3.64081 -0.00118  0.007
13 C -4.29899 0.41179 -1.17276  -0.171
14 C -5.64278 -0.06347 -0.97480  0.006
15 C -5.82578 -1.39456 -0.77516  -0.105
16 C -4.77064 -2.24777 -0.71760  -0.079
17 C -3.51173 -1.76344 -1.03347  -0.138
18 N -3.27353 -0.46387 -1.29443  0.028
19 H -2.59021 5.74959 1.51236  0.119
20 H -0.43521 6.89639 2.07063  0.115
21 H 1.68732 5.96045 1.26740  0.104
22 H 1.58617 3.63159 0.01291  0.102
23 H -6.55184 0.59097 -1.04274  0.139
24 H -6.87908 -1.77044 -0.60104  0.134
25 H -4.90750 -3.34583 -0.58120  0.122
26 H -2.63721 -2.39115 -1.01181  0.091
27 C 0.68046 -2.16897 -2.14841  -0.210
28 Si 2.06975 -1.31638 -1.16189  0.530
29 C 2.72743 0.27438 -1.95585  -0.207
30 C 3.46373 -2.41173 -0.47265  -0.313
31 C 4.61283 -3.00202 -1.02541  -0.075
32 C 5.51315 -3.64012 -0.13399  -0.069
33 C 5.11874 -3.91221 1.20914  -0.087
34 C 3.93201 -3.38448 1.71576  -0.108
35 C 3.19968 -2.53756 0.90487  -0.316
36 Si 1.59462 -1.44475 1.14511  0.526
37 C 1.79199 0.05896 2.29236  -0.226
38 C 0.21046 -2.65210 1.63223  -0.204
39 H 0.53639 -1.60301 -3.07491  0.024
40 H -0.26843 -2.15669 -1.58316  -0.007
41 H 0.93691 -3.18553 -2.42319  0.024
42 H 2.00431 0.59178 -2.70914  0.013
43 H 3.66177 0.16555 -2.49812  0.024
44 H 2.77564 1.16207 -1.31486  0.017
45 H 4.83931 -2.84592 -2.02136  0.070
46 H 6.41277 -4.12547 -0.48077  0.090
47 H 5.76211 -4.55382 1.79262  0.092
48 H 3.41962 -3.71179 2.67519  0.124
49 H 0.88630 0.35068 2.78445  0.001
50 H 2.20761 0.96812 1.85022  0.014
51 H 2.49061 -0.16691 3.16465  0.051
52 H 0.15677 -2.63465 2.73990  0.034
53 H 0.47955 -3.65253 1.29277  0.031
54 H -0.75672 -2.31573 1.23730  0.004

This record from OMol25 describes C22H24N4O2S in the gas phase. The level of theory is ωB97M-V/def2-TZVPD.

Summary:
- SMILES = CCn1c(=O)cc(SCC(=O)N2CCN(c3ccccn3)CC2)c2ccccc21
- HOMO-LUMO gap (eV) = 8.613
- lowest unoccupied orbital energy (eV) = 0.5
- M (g mol⁻¹) = 408.5
- HOMO energy (eV) = -8.1496
- charge = 0
- relative energy (zero: lowest compared OMol25 entry of this formula, charge and spin) (eV) = 0.456

Last column: Löwdin charge in e.
CARTESIAN COORDINATES (ANGSTROEM)
1 C -5.84751 0.32109 -0.37629  -0.060
2 C -5.34735 -0.58546 0.74428  -0.193
3 N -3.94241 -0.35572 1.03813  0.024
4 C -3.04886 -1.24505 0.45104  -0.418
5 O -3.45056 -2.16980 -0.23983  0.045
6 C -1.65164 -1.02032 0.71980  0.012
7 C -1.20977 0.00174 1.48577  -0.431
8 S 0.48651 0.29656 1.83966  1.027
9 C 1.34053 -0.97562 0.87430  -0.367
10 C 1.18004 -0.70519 -0.61470  -0.541
11 O 0.65749 0.30781 -1.02735  0.049
12 N 1.62743 -1.68457 -1.44528  -0.056
13 C 2.51924 -2.75443 -1.05829  -0.108
14 C 3.98663 -2.26203 -1.19307  -0.127
15 N 4.02032 -1.07094 -2.01778  -0.079
16 C 3.96631 0.14739 -1.36414  -0.294
17 C 3.71966 1.35379 -2.03542  -0.004
18 C 3.73208 2.52719 -1.31426  -0.061
19 C 4.00042 2.49565 0.04885  -0.073
20 C 4.24717 1.26359 0.61828  -0.147
21 N 4.22861 0.12531 -0.05559  0.098
22 C 3.24553 -1.27630 -3.22251  -0.123
23 C 1.74191 -1.36863 -2.85806  -0.096
24 C -2.16190 0.90806 2.07236  -0.164
25 C -1.76141 1.98049 2.87444  -0.056
26 C -2.68037 2.84049 3.42541  -0.084
27 C -4.03336 2.63806 3.17746  -0.076
28 C -4.45489 1.59224 2.38849  -0.018
29 C -3.53614 0.69966 1.81716  -0.131
30 H -6.89813 0.12129 -0.56998  0.075
31 H -5.28268 0.12304 -1.28369  0.081
32 H -5.72923 1.37121 -0.11867  0.066
33 H -5.93758 -0.46253 1.65473  0.116
34 H -5.41816 -1.62704 0.41940  0.116
35 H -0.99817 -1.72743 0.23699  0.108
36 H 0.97626 -1.95629 1.17851  0.085
37 H 2.39412 -0.86946 1.14256  0.068
38 H 2.33056 -3.58918 -1.74050  0.126
39 H 2.31316 -3.09239 -0.04554  0.113
40 H 4.40901 -2.00127 -0.22399  0.104
41 H 4.60467 -3.03143 -1.66426  0.120
42 H 3.51210 1.37833 -3.09203  0.103
43 H 3.52849 3.46505 -1.81022  0.109
44 H 4.00843 3.39479 0.64262  0.097
45 H 4.46090 1.16196 1.67529  0.109
46 H 3.42469 -0.47982 -3.94190  0.109
47 H 3.59183 -2.21269 -3.66856  0.122
48 H 1.24006 -2.14225 -3.44623  0.126
49 H 1.23596 -0.41456 -3.01351  0.119
50 H -0.70589 2.12035 3.05218  0.072
51 H -2.35704 3.66448 4.04204  0.102
52 H -4.76553 3.30766 3.60393  0.105
53 H -5.51153 1.47311 2.21798  0.099

This record from OMol25 describes a molecular structure, C22H24N5O5PdS. The level of theory is ωB97M-V/def2-TZVPD.

Summary:
- HOMO-LUMO gap (eV) = 8.023
- lowest unoccupied orbital energy (eV) = -3.1
- M (g mol⁻¹) = 577.0
- HOMO energy (eV) = -11.0901
- charge = +1
- relative energy (zero: lowest compared OMol25 entry of this formula, charge and spin) (eV) = 0.169

Last column: Löwdin charge in e.
CARTESIAN COORDINATES (ANGSTROEM)
1 Pd 0.35706 -0.68649 -0.45101  0.860
2 C 4.48063 -0.48920 0.62865  -0.019
3 C 4.73922 0.86947 0.60037  -0.022
4 C 3.71197 1.74337 0.27658  0.014
5 C 2.45963 1.23919 -0.02807  -0.179
6 N 2.24347 -0.09024 -0.06285  -0.038
7 C 3.21669 -0.93143 0.28673  -0.117
8 C 1.27261 2.09010 -0.28176  -0.182
9 C 1.29317 3.47618 -0.24432  0.011
10 C 0.11767 4.16976 -0.48294  -0.027
11 C -1.04286 3.46278 -0.75125  -0.017
12 C -0.98962 2.08179 -0.75127  -0.083
13 N 0.13757 1.41655 -0.52172  0.022
14 H 5.23984 -1.20633 0.90399  0.119
15 H 5.72095 1.25165 0.84423  0.121
16 H 3.88884 2.80777 0.27722  0.113
17 H 2.95909 -1.97863 0.28165  0.077
18 H 2.20367 4.01514 -0.03270  0.112
19 H 0.11322 5.25099 -0.46158  0.120
20 H -1.97831 3.96416 -0.95108  0.118
21 H -1.86601 1.48444 -0.94939  0.117
22 O -3.60614 -3.05840 -0.70397  0.053
23 C -4.36818 -2.06325 -0.16265  -0.242
24 C -5.75037 -2.19961 -0.09807  -0.014
25 C -6.52813 -1.21259 0.47865  -0.065
26 C -5.93345 -0.07762 1.01252  -0.073
27 C -4.55878 0.04945 0.95150  -0.019
28 C -3.75199 -0.92311 0.35864  -0.063
29 C -2.28174 -0.64207 0.31837  -0.566
30 O -1.58796 -1.21792 -0.62196  -0.179
31 O -1.78299 0.14803 1.12681  -0.014
32 H -4.19437 -3.73243 -1.06410  0.118
33 H -6.21468 -3.09266 -0.50212  0.119
34 H -7.60246 -1.33462 0.51404  0.112
35 H -6.53665 0.69592 1.46623  0.107
36 H -4.06773 0.92366 1.35799  0.116
37 S 1.14068 -2.60325 -1.59163  0.709
38 C 0.39537 -3.92848 -0.80131  -0.774
39 N -0.83816 -3.97040 -0.34795  0.049
40 C -1.13289 -5.22656 0.33155  -0.103
41 C 0.10773 -6.08555 0.00040  -0.107
42 N 1.00926 -5.09625 -0.59093  0.036
43 H -1.46826 -3.17318 -0.40848  0.091
44 H -2.05023 -5.66623 -0.05411  0.117
45 H -1.24612 -5.06154 1.40356  0.123
46 H -0.11768 -6.88151 -0.71034  0.121
47 H 0.55057 -6.52480 0.89147  0.120
48 H 1.92872 -5.29280 -0.94373  0.142
49 N -1.30920 0.10459 4.17448  0.021
50 C -1.08495 -1.24132 3.65853  -0.156
51 C 0.10450 -1.23708 2.71077  -0.561
52 O 0.36489 -2.15139 1.96577  0.046
53 O 0.84145 -0.13323 2.76380  0.087
54 H -1.50616 0.11418 5.16469  0.090
55 H -2.06146 0.55956 3.67314  0.081
56 H 0.33319 0.46577 3.37070  0.103
57 H -1.93570 -1.64407 3.10912  0.120
58 H -0.85221 -1.93574 4.46682  0.135

This record from OMol25 describes a molecular structure, C22H24N9NaO2S2. The level of theory is ωB97M-V/def2-TZVPD.

Summary:
- HOMO-LUMO gap (eV) = 7.117
- lowest unoccupied orbital energy (eV) = -0.3
- M (g mol⁻¹) = 533.6
- HOMO energy (eV) = -7.3901
- charge = 0
- relative energy (zero: lowest compared OMol25 entry of this formula, charge and spin) (eV) = 0.137

Last column: Löwdin charge in e.
CARTESIAN COORDINATES (ANGSTROEM)
1 Na -0.19270 0.10932 0.06772  0.148
2 C 4.11908 -0.43789 1.91346  -0.009
3 C 2.65755 -0.48284 1.56959  -0.260
4 N 2.19156 -0.21762 0.41106  0.088
5 N 3.07696 0.15946 -0.54545  -0.013
6 C 2.66125 0.53433 -1.80089  -0.902
7 N 3.61824 1.28355 -2.42871  0.075
8 S 1.22953 0.10908 -2.51247  0.699
9 C 1.63699 -0.79449 2.60393  -0.239
10 C 1.87306 -1.69059 3.64009  -0.023
11 C 0.85620 -1.95376 4.54619  -0.051
12 C -0.35423 -1.29390 4.41491  -0.043
13 C -0.48697 -0.39388 3.36877  -0.101
14 N 0.46641 -0.15814 2.47453  0.109
15 H 4.69126 -1.09425 1.25344  0.096
16 H 4.29753 -0.72473 2.94564  0.075
17 H 4.49244 0.58291 1.78529  0.081
18 H 3.93787 0.60008 -0.24078  0.102
19 H 4.00131 2.02963 -1.84573  0.031
20 H 3.33565 1.58380 -3.34869  0.083
21 H 2.82537 -2.19717 3.72384  0.114
22 H 1.01283 -2.66715 5.34496  0.112
23 H -1.16831 -1.45824 5.10607  0.108
24 H -1.40743 0.16233 3.22589  0.121
25 O -4.25501 1.56743 -3.53921  0.054
26 C -4.06679 2.72391 -2.85448  -0.261
27 C -4.69397 3.88916 -3.29585  -0.036
28 C -4.51420 5.09596 -2.64321  -0.095
29 C -3.69031 5.15628 -1.53176  -0.096
30 C -3.06015 4.00107 -1.09843  -0.035
31 C -3.22901 2.76936 -1.72713  -0.066
32 C -2.47291 1.60147 -1.14355  -0.442
33 O -1.49720 1.88994 -0.36827  -0.152
34 N -2.86982 0.40104 -1.50518  0.071
35 N -2.16176 -0.58664 -0.88907  -0.015
36 C -2.02970 -1.65778 -1.55410  -0.103
37 C -1.21807 -2.75696 -0.99470  -0.253
38 C -1.27310 -4.03414 -1.54727  -0.022
39 C -0.49793 -5.04216 -1.00523  -0.066
40 C 0.31909 -4.75059 0.07577  -0.063
41 C 0.32324 -3.44742 0.55123  -0.125
42 N -0.41301 -2.46993 0.03705  0.118
43 H -4.82204 1.75434 -4.29435  0.101
44 H -5.33099 3.83854 -4.17370  0.109
45 H -5.01492 5.98430 -3.00769  0.101
46 H -3.53713 6.09085 -1.00822  0.097
47 H -2.40892 4.02910 -0.23553  0.109
48 H -2.48308 -1.77968 -2.53746  0.126
49 H -1.92450 -4.22172 -2.39148  0.112
50 H -0.53056 -6.04259 -1.41797  0.107
51 H 0.94502 -5.50272 0.53567  0.100
52 H 0.95993 -3.17319 1.38647  0.094
53 N 0.98201 3.50787 -1.09725  0.123
54 C 1.62833 3.22677 0.04018  -0.968
55 N 0.86046 2.73185 1.01699  0.112
56 S 3.29158 3.48833 0.25838  0.530
57 H 0.04165 3.14219 -1.22906  0.085
58 H 1.51435 3.79813 -1.89595  0.094
59 H -0.11975 2.52857 0.83761  0.071
60 H 1.30717 2.40918 1.85476  0.079